i) Density functional theory data (ωB97M-V/def2-TZVPD) for C5H6O3 in the gas phase.

CARTESIAN COORDINATES (ANGSTROEM)
C -2.10974 -0.01062 -0.06478
O -1.24498 1.13480 0.01893
C -0.05935 0.68421 -0.19179
C -0.11719 -0.64556 -0.11244
C 1.11161 -1.29480 -0.01981
O 2.05928 -0.07973 -0.01808
C 1.30808 1.14642 0.04199
O -1.30642 -1.09281 0.08387
H -2.92939 -0.07387 0.84720
H -2.41722 0.04087 -1.14326
H 1.32334 -1.63574 0.98828
H 1.50098 -2.03878 -0.79758
H 1.84185 2.01609 -0.65184
H 1.03917 1.84953 1.01932

Values from the calculation:
HOMO energy: -7.53 eV
Molecular weight: 114.100 g mol⁻¹
SMILES: C1OC2=C(COC2)O1

Listed below, in e, are the natural (NBO) charges computed for each atom:
1 C 0.223
2 O -0.488
3 C 0.186
4 C 0.139
5 C -0.087
6 O -0.530
7 C -0.084
8 O -0.465
9 H 0.192
10 H 0.155
11 H 0.195
12 H 0.206
13 H 0.195
14 H 0.162

ii) Density functional theory data (ωB97M-V/def2-TZVPD) for C5H6O3 as an isolated structure.

CARTESIAN COORDINATES (ANGSTROEM)
C 1.29821 -0.15872 -0.28780
C 0.56717 1.11343 -0.18750
C -0.57798 0.47761 0.62535
C -1.41131 -0.14687 -0.53792
C 0.46049 -1.18087 0.43417
H 0.40040 1.57991 -1.17427
H 1.16515 1.85521 0.27168
H -1.03405 1.06405 1.56355
H -2.48784 -0.46300 -0.43244
H -1.48286 0.30610 -1.53530
H 1.22197 -2.07426 0.65203
O 2.50701 -0.51952 -0.31082
O -0.72470 -1.39155 -0.53717
O 0.09834 -0.46151 1.45645

Values from the calculation:
HOMO energy: -9.36 eV
Molecular weight: 114.100 g mol⁻¹

Listed below, in e, are the natural (NBO) charges computed for each atom:
1 C 0.533
2 C -0.557
3 C 0.029
4 C -0.114
5 C 0.252
6 H 0.256
7 H 0.256
8 H 0.240
9 H 0.195
10 H 0.192
11 H 0.235
12 O -0.523
13 O -0.539
14 O -0.455

The structure with the most favorable energy is ii); the runner-up is 17.1 kcal/mol above it.